1.
# C31H50HfN3OP2

C31H50HfN3OP2 as an isolated structure in a non-equilibrium geometry (wB97M-V/def2-TZVPD, the Open Molecules 2025 dataset).

Last column: Mulliken charge in e.
CARTESIAN COORDINATES (ANGSTROEM)
C (0.669, 2.995, -0.544)  -0.17
C (2.156, 1.403, -1.398)  -0.42
C (1.336, 4.018, -1.211)  -0.93
C (2.915, 2.398, -1.997)  -0.46
C (2.512, 3.736, -1.890)  -1.25
H (0.913, 5.017, -1.117)  0.65
H (3.818, 2.107, -2.525)  0.70
H (3.117, 4.532, -2.312)  0.52
N (1.014, 1.693, -0.734)  1.45
P (-0.690, 1.912, 1.643)  -0.22
P (1.217, -1.288, -1.851)  -0.93
C (-0.424, 3.321, 0.472)  -1.30
H (-0.162, 4.252, 1.016)  0.67
H (-1.381, 3.521, -0.040)  0.64
C (2.619, -0.043, -1.322)  -1.08
H (3.456, -0.225, -2.003)  1.63
C (2.041, -3.014, -1.636)  1.99
C (0.885, -0.987, -3.653)  2.31
C (0.583, 2.366, 2.970)  1.54
C (-2.496, 2.075, 2.171)  1.94
C (1.600, -3.586, -0.275)  -1.39
H (0.513, -3.741, -0.226)  0.25
H (2.081, -4.569, -0.150)  0.56
H (1.905, -2.957, 0.568)  0.17
C (1.607, -4.023, -2.713)  -1.63
H (0.517, -4.148, -2.758)  0.34
H (2.004, -3.777, -3.706)  0.30
H (2.041, -4.996, -2.430)  0.54
C (3.580, -2.936, -1.631)  -1.46
H (3.947, -3.973, -1.574)  0.61
H (4.002, -2.492, -2.543)  0.20
H (3.968, -2.400, -0.754)  0.28
C (-0.355, -1.856, -4.018)  -1.59
H (-1.032, -2.031, -3.171)  0.33
H (-0.942, -1.338, -4.791)  0.42
H (-0.048, -2.823, -4.431)  0.45
C (0.543, 0.491, -3.927)  -1.94
H (-0.291, 0.844, -3.323)  0.23
H (1.411, 1.141, -3.773)  0.43
H (0.250, 0.560, -4.987)  0.73
C (2.131, -1.351, -4.495)  -1.53
H (3.040, -1.574, -3.916)  0.28
H (1.917, -2.204, -5.150)  0.42
H (2.387, -0.508, -5.154)  0.36
C (-2.752, 1.016, 3.264)  -1.64
H (-3.831, 0.813, 3.320)  0.44
H (-2.257, 0.046, 3.082)  0.22
H (-2.442, 1.369, 4.257)  0.40
C (-3.424, 1.801, 0.972)  -1.61
H (-3.302, 2.545, 0.175)  0.33
H (-3.302, 0.802, 0.529)  0.30
H (-4.460, 1.874, 1.339)  0.65
C (-2.819, 3.491, 2.704)  -1.50
H (-3.901, 3.663, 2.592)  0.49
H (-2.595, 3.578, 3.777)  0.44
H (-2.310, 4.303, 2.158)  0.26
C (2.045, 2.406, 2.437)  -1.62
H (2.601, 3.167, 3.011)  0.54
H (2.556, 1.442, 2.581)  0.33
H (2.136, 2.673, 1.376)  0.30
C (0.506, 1.302, 4.082)  -1.61
H (0.674, 0.279, 3.709)  0.25
H (1.294, 1.537, 4.813)  0.52
H (-0.457, 1.316, 4.610)  0.31
C (0.233, 3.745, 3.551)  -1.37
H (0.215, 4.532, 2.781)  0.30
H (-0.725, 3.743, 4.084)  0.31
H (1.019, 4.008, 4.277)  0.54
Hf (0.053, -0.141, 0.347)  0.37
C (-1.297, -0.107, -1.298)  0.51
O (-2.128, -0.004, -2.127)  -0.22
N (1.925, -0.614, 0.937)  -0.24
C (2.928, -0.357, 0.152)  0.61
C (4.309, -0.319, 0.658)  0.23
C (4.553, -0.926, 1.906)  -0.15
C (5.364, 0.315, -0.031)  -0.15
C (5.850, -1.006, 2.405)  -0.92
H (3.702, -1.335, 2.446)  0.42
C (6.656, 0.274, 0.497)  -0.95
H (5.144, 0.845, -0.963)  0.33
C (6.910, -0.411, 1.701)  -0.54
H (6.029, -1.538, 3.345)  0.44
H (7.473, 0.770, -0.032)  0.47
H (7.928, -0.473, 2.096)  0.45
N (-1.183, -1.940, 1.261)  -0.78
H (-2.107, -1.668, 1.615)  0.29
H (-0.685, -2.386, 2.048)  0.32
H (-1.341, -2.680, 0.570)  0.31

Summary:
**Kohn-Sham gap**: 6.000 eV
**M**: 721.20 u
**Multiplicity**: 1
**Total charge**: +3
**Energy**: -59337.10535 eV
**LUMO**: -10.79 eV
**HOMO level**: -0.6169 Eh
**Largest force on an atom**: 0.18603 hartree/bohr



2.
# C2H7INS

C2H7INS as an isolated structure in a non-equilibrium geometry (wB97M-V/def2-TZVPD, the Open Molecules 2025 dataset).

Last column: Mulliken charge in e.
CARTESIAN COORDINATES (ANGSTROEM)
C (0.310, -1.116, -1.580)  -0.39
C (0.170, 0.725, 0.611)  -0.73
N (0.056, 0.215, 1.969)  -0.30
S (-1.101, -0.611, -2.225)  0.02
I (-1.602, 1.634, -0.132)  0.13
H (1.242, -0.843, -2.088)  0.32
H (0.162, -2.064, -1.101)  0.32
H (0.923, 1.560, 0.478)  0.31
H (0.216, 0.974, 2.649)  0.35
H (0.836, -0.495, 2.103)  0.39
H (-0.780, -0.349, 2.086)  0.37
H (-0.431, 0.371, -2.769)  0.21

Summary:
**ΔE to the lowest compared entry with this formula, charge and spin**: 3.3608 eV
**Kohn-Sham gap (spin up / spin down)**: 7.373 / 7.385 eV
**M**: 204.06 u
**Multiplicity**: 1
**Total charge**: +1
**Energy**: -22602.75032 eV
**LUMO (spin up / spin down)**: -4.66 / -4.66 eV
**HOMO level (spin up / spin down)**: -0.4424 / -0.4426 Eh
**Largest force on an atom**: 0.06614 hartree/bohr



3.
# C3N2S

C3N2S as an isolated structure in a non-equilibrium geometry (wB97M-V/def2-TZVPD, the Open Molecules 2025 dataset).

Last column: Mulliken charge in e.
CARTESIAN COORDINATES (ANGSTROEM)
C (1.422, -0.562, 0.056)  0.10
C (-1.338, -0.170, -0.029)  0.38
C (-0.185, 0.586, -0.067)  0.12
N (2.329, -1.243, -0.004)  -0.30
N (-2.325, -0.755, 0.053)  -0.24
S (0.098, 2.145, -0.009)  -0.06

Summary:
**ΔE to the lowest compared entry with this formula, charge and spin**: 1.9409 eV
**Kohn-Sham gap**: 8.113 eV
**M**: 96.11 u
**Multiplicity**: 1
**Total charge**: 0
**Energy**: -16922.22377 eV
**LUMO**: -2.89 eV
**HOMO level**: -0.4044 Eh
**Largest force on an atom**: 0.11684 hartree/bohr



4.
# C3H6N2

One molecule with the formula C3H6N2 in a non-equilibrium geometry (wB97M-V/def2-TZVPD, the Open Molecules 2025 dataset).

Last column: Mulliken charge in e.
CARTESIAN COORDINATES (ANGSTROEM)
H (1.415, 1.844, 0.138)  0.17
N (0.525, 1.439, -0.224)  -0.64
C (0.526, 0.171, -0.214)  0.59
N (1.678, -0.578, 0.013)  -0.47
C (-0.808, -0.515, -0.315)  -0.24
C (-2.024, 0.125, 0.104)  -0.70
H (1.762, -1.597, 0.255)  0.21
H (2.508, -0.014, 0.336)  0.19
H (-0.814, -1.621, -0.568)  0.25
H (-2.925, -0.426, 0.131)  0.30
H (-1.843, 1.172, 0.344)  0.32

Summary:
**SMILES**: [H]/N=C(\N)C=C
**ΔE to the lowest compared entry with this formula, charge and spin**: 1.4845 eV
**Kohn-Sham gap**: 9.928 eV
**M**: 70.09 u
**Multiplicity**: 1
**Total charge**: 0
**Energy**: -6187.06038 eV
**LUMO**: 0.85 eV
**HOMO level**: -0.3338 Eh
**Largest force on an atom**: 0.12570 hartree/bohr